1.
The following is a quantum chemistry calculation of the molecule C2H5NO2, from OMol25.

* net charge: 0
* HOMO energy: -9.049 eV
* E: -284.2853 a.u.
* E_LUMO: 1.04 eV
* largest force on an atom: 4.52 eV Å⁻¹
* structure (SMILES): C=[N+]([O-])OC
* energy relative to the best compared isomer or geometry (same formula, charge and spin): 478.0 kJ/mol
* M: 75.1 g mol⁻¹

The geometry in XYZ format:
```
10
Properties=species:S:1:pos:R:3:forces:R:3:nbo_charge:R:1
C 2.054443 -0.508043 -0.018623 -4.50 -0.42 0.00 -0.27
C -1.425551 0.353959 0.003391 0.22 0.66 2.02 -0.30
N 0.964546 0.226896 -0.029946 1.79 -0.37 -0.41 0.39
O 0.942094 1.434896 -0.090865 -0.47 1.47 0.29 -0.46
O -0.274421 -0.480244 -0.054312 0.58 -0.82 0.11 -0.39
H 1.800137 -1.509094 -0.123455 0.26 -1.76 0.11 0.20
H 2.974882 -0.088618 -0.015028 2.33 1.38 -0.04 0.21
H -2.113466 -0.059140 0.853601 1.28 0.87 -1.65 0.20
H -1.887707 0.342497 -0.964655 -0.49 -0.02 -0.34 0.19
H -1.018769 1.387195 0.221569 -1.00 -0.99 -0.09 0.23
```
Positions in Å, forces in eV/Å.

***

2.
The following is a quantum chemistry calculation of a cluster of 3 separate species, C33H56BO8 in total, from OMol25.

* net charge: -1
* HOMO energy: -5.267 eV
* E: -1917.9486 a.u.
* E_LUMO: 2.14 eV
* largest force on an atom: 1.54 eV Å⁻¹
* energy relative to the best compared isomer or geometry (same formula, charge and spin): 0.0 kJ/mol
* M: 591.6 g mol⁻¹

The geometry in XYZ format:
```
98
Properties=species:S:1:pos:R:3:forces:R:3:lowdin_charge:R:1
C -2.417968 -0.133076 -2.191107 0.22 0.12 -0.01 -0.08
C -1.485459 0.577291 -1.221024 0.40 -0.06 0.11 -0.16
C -1.713518 2.090423 -1.096469 -0.39 0.43 -0.75 -0.39
C -1.250816 2.746856 0.214785 0.19 -0.61 0.27 -0.09
C -1.430596 1.942156 1.517391 0.16 0.62 0.46 -0.18
C -0.099086 1.557774 2.189765 -0.55 -0.31 -0.75 -0.20
C 0.623767 0.459159 1.414724 0.24 0.63 0.46 -0.21
C 2.040540 0.188090 1.914953 -0.66 -0.55 -0.27 -0.19
C 2.093510 -0.566198 3.245513 0.43 0.35 0.23 -0.19
C 2.513474 -2.027569 3.147478 0.02 0.04 0.00 -0.17
C 4.005040 -2.287230 2.958105 0.00 -0.16 0.86 -0.17
O 4.650313 -1.406170 2.029191 -0.75 0.09 -0.18 -0.01
C 4.906497 -1.924363 0.814703 0.41 0.35 -0.24 -0.55
C 4.718707 -0.968146 -0.317075 0.27 0.20 -0.12 0.02
O 5.281411 -3.047440 0.646581 -0.06 -0.96 0.01 0.10
O -3.094757 2.383816 -1.201735 -0.45 -0.39 0.05 0.00
B -3.374787 3.267396 -2.352998 1.43 -0.17 0.55 -0.67
O -3.722084 2.322142 -3.541139 -0.60 -0.07 0.42 0.12
C -4.631528 2.675734 -4.389350 0.12 0.13 -0.36 -0.54
O -4.915453 3.803429 -4.730752 -0.17 0.43 -0.10 0.09
C -5.383557 1.531190 -5.007025 0.09 -0.45 -0.16 -0.12
C -5.063832 1.079539 -6.292084 -0.76 -0.40 0.45 -0.02
C -5.811733 0.039896 -6.854641 0.09 0.36 0.41 -0.10
C -6.862812 -0.536952 -6.142772 0.07 0.16 0.21 -0.11
C -7.162527 -0.100114 -4.849353 0.51 0.47 -0.18 -0.09
C -6.416908 0.934503 -4.280358 0.15 -0.29 -0.67 -0.02
O -2.044672 3.835216 -2.643890 -0.50 0.04 -0.23 0.02
C -1.124927 2.808650 -2.375076 -0.22 0.71 0.97 -0.27
C 0.228456 3.491635 -2.259008 0.41 -0.68 -0.41 -0.11
C 1.477854 2.609578 -2.384461 0.39 0.46 -0.16 -0.42
C 2.685364 3.538678 -2.573626 -0.34 -0.13 -0.29 -0.10
C 1.451169 1.653465 -3.570424 0.29 -0.34 0.32 -0.08
H -2.215901 0.161206 -3.217342 -0.09 0.03 -0.15 0.07
H -3.446497 0.129491 -1.975271 -0.15 -0.03 0.00 0.08
H -2.279031 -1.209750 -2.112968 -0.01 -0.16 0.00 0.07
H -1.546764 0.074382 -0.259287 -0.13 0.06 0.17 0.08
H -0.449719 0.431855 -1.547725 0.12 -0.08 0.01 0.10
H -0.207792 3.065783 0.183260 0.13 -0.13 -0.09 0.10
H -1.846148 3.648199 0.293414 -0.02 0.24 -0.15 0.13
H -2.081894 1.079158 1.404987 -0.04 -0.13 -0.11 0.11
H -1.933676 2.595051 2.232550 -0.21 0.00 0.04 0.10
H 0.525591 2.452170 2.166063 0.15 0.11 0.35 0.11
H -0.311353 1.257294 3.214449 0.26 0.01 0.20 0.09
H 0.710922 0.804770 0.387233 -0.17 -0.18 -0.25 0.09
H 0.011391 -0.440602 1.446120 0.03 -0.25 -0.18 0.12
H 2.515689 -0.436233 1.166822 0.25 0.02 -0.15 0.07
H 2.581348 1.132190 1.936982 0.15 0.06 0.14 0.12
H 1.140739 -0.522315 3.768968 -0.20 0.12 -0.08 0.10
H 2.796729 -0.049073 3.902478 0.10 -0.08 0.19 0.11
H 1.921470 -2.570296 2.409919 -0.05 0.13 -0.28 0.12
H 2.270313 -2.493841 4.103478 0.01 -0.21 0.08 0.11
H 4.170135 -3.329356 2.699957 0.18 -0.02 -0.26 0.11
H 4.492717 -2.128193 3.916993 0.19 0.18 0.04 0.12
H 3.676310 -0.999124 -0.624758 -0.15 0.16 0.04 0.09
H 5.317322 -1.293519 -1.158473 0.10 -0.12 -0.09 0.09
H 4.999878 0.044966 -0.051252 -0.19 0.15 0.12 0.09
H -4.236112 4.065900 -2.098704 -0.19 0.00 -0.30 0.12
H -4.250259 1.529598 -6.838588 0.08 0.10 -0.05 0.11
H -5.562606 -0.300830 -7.849718 -0.07 -0.11 -0.07 0.09
H -7.450011 -1.326270 -6.591458 -0.01 -0.08 -0.03 0.09
H -7.962019 -0.538917 -4.272006 -0.13 -0.16 -0.06 0.09
H -6.618596 1.287706 -3.281080 -0.06 0.00 0.14 0.12
H -1.122019 2.067137 -3.177494 0.04 0.01 -0.22 0.13
H 0.264367 4.212300 -3.076106 -0.06 0.08 -0.18 0.13
H 0.305605 4.076501 -1.347798 -0.14 0.13 0.10 0.11
H 1.666182 2.035688 -1.473173 -0.28 -0.13 0.15 0.12
H 2.549105 4.050056 -3.527027 0.06 0.18 -0.08 0.07
H 2.731435 4.301908 -1.801441 0.18 0.01 0.19 0.07
H 3.619937 2.985530 -2.652749 0.16 -0.02 0.24 0.07
H 0.605067 0.974281 -3.549966 -0.15 0.00 -0.11 0.06
H 1.481320 2.192073 -4.514523 -0.25 0.13 -0.14 0.08
H 2.350671 1.034289 -3.543279 0.10 -0.07 -0.04 0.07
C -0.331854 0.621345 8.173699 0.10 -0.02 0.02 -0.17
C -0.115514 2.082069 7.787341 -0.11 0.02 0.00 -0.17
C 0.395866 1.950073 6.358927 0.10 -0.03 -0.03 -0.20
O -0.217770 0.779121 5.818844 0.00 -0.04 0.07 -0.16
C -0.836679 0.029679 6.864210 -0.10 0.06 -0.04 -0.20
H -1.030953 0.481719 8.997149 -0.02 0.01 -0.01 0.11
H 0.620164 0.163511 8.452782 -0.01 -0.01 0.00 0.11
H -1.067863 2.616786 7.798871 0.01 0.01 -0.01 0.11
H 0.579734 2.611536 8.437276 0.02 -0.01 0.00 0.11
H 1.483084 1.814968 6.336245 0.01 0.05 0.02 0.12
H 0.141757 2.806696 5.734259 -0.01 -0.04 -0.05 0.12
H -1.922947 0.137273 6.772821 -0.01 -0.04 0.05 0.12
H -0.583288 -1.025010 6.748048 0.01 0.00 -0.05 0.12
C 3.716874 -6.025372 -0.483358 0.00 -0.01 0.14 -0.17
C 2.915699 -7.323044 -0.548248 0.02 0.00 -0.12 -0.17
C 1.488665 -6.809101 -0.406394 0.00 0.07 0.09 -0.21
O 1.467825 -5.507976 -0.990522 0.05 -0.02 0.00 -0.14
C 2.806489 -5.061911 -1.229349 -0.03 -0.05 -0.11 -0.20
H 4.708517 -6.097157 -0.925934 0.01 0.02 -0.01 0.11
H 3.831537 -5.705555 0.554260 0.03 0.03 -0.02 0.11
H 3.050676 -7.798323 -1.522971 -0.02 -0.01 0.01 0.11
H 3.183183 -8.045611 0.221911 0.00 0.02 0.02 0.11
H 1.202753 -6.721749 0.648237 0.01 -0.07 0.01 0.11
H 0.755968 -7.440643 -0.911029 -0.03 0.04 -0.02 0.11
H 2.994450 -5.092051 -2.308273 0.05 0.03 0.01 0.12
H 2.910700 -4.031796 -0.889116 -0.05 0.01 0.02 0.11
```
Positions in Å, forces in eV/Å.

***

3.
The following is a quantum chemistry calculation of the molecule C6H10O, from OMol25.

* net charge: 0
* HOMO energy (spin up / spin down): -7.734 / -6.926 eV
* E: -309.6432 a.u.
* E_LUMO (spin up / spin down): 0.23 / 0.09 eV
* largest force on an atom: 1.44 eV Å⁻¹
* energy relative to the best compared isomer or geometry (same formula, charge and spin): 522.9 kJ/mol
* M: 98.1 g mol⁻¹

The geometry in XYZ format:
```
17
Properties=species:S:1:pos:R:3:forces:R:3:nbo_charge:R:1
O 2.292417 -0.679909 -0.314316 0.24 -0.13 0.02 -0.65
C 1.074374 -0.183550 0.003069 -0.13 -0.28 0.62 0.32
C 0.013831 -1.215623 0.376769 0.14 0.02 0.07 -0.47
C -1.343291 -0.554065 0.146922 0.07 0.03 -0.07 -0.42
C -1.086837 0.353202 -1.048551 0.16 -0.18 -0.45 -0.53
C 0.129578 2.081660 0.345966 0.40 -0.13 0.65 -0.22
C 1.041722 1.135922 0.619167 -0.09 0.07 -0.28 -0.45
H 2.249183 -1.641809 -0.410442 -0.02 0.20 0.05 0.48
H 0.153368 0.391221 -1.039605 -1.28 0.63 -0.24 0.23
H 0.173291 -1.565745 1.402969 -0.02 -0.04 -0.10 0.23
H 0.110926 -2.079697 -0.296227 0.06 0.08 0.05 0.20
H -1.643950 0.031025 1.020374 0.11 -0.02 -0.14 0.22
H -2.124610 -1.296425 -0.037346 0.08 0.03 0.01 0.21
H -1.125230 -0.170009 -2.005798 -0.29 -0.30 -0.09 0.20
H -1.738774 1.218974 -1.115737 0.37 -0.03 0.00 0.24
H -0.071679 2.879661 1.077192 0.21 -0.13 -0.20 0.16
H 1.895681 1.295164 1.275586 -0.02 0.17 0.09 0.25
```
Positions in Å, forces in eV/Å.